(1)
The following is a DFT calculation (ωB97M-V/def2-TZVPD) of a molecular structure, C32H76Cl8F6N4O13P at a distorted geometry.

Kohn-Sham gap	5.98	eV
highest occupied orbital energy	-3.8	eV
strongest force on any atom	13.53	eV/A
total energy	-7082.7408	hartree
E_LUMO	2.2	eV

```
! RIJCOSX wB97M-V def2-TZVPD def2/J DEFGRID3
* xyz -1 1
P -24.9411 -5.7479 -4.4327
F -24.4006 -6.5633 -5.7530
F -23.5712 -4.8733 -4.5862
F -25.6165 -4.7044 -5.4750
F -25.4373 -4.8091 -3.1483
F -26.3219 -6.6269 -4.3100
F -24.1500 -6.8049 -3.4832
C -25.1717 -0.7047 -6.4858
C -26.4498 -0.9857 -5.6280
C -26.2563 -2.2478 -4.7839
O -27.4711 -2.5162 -4.1476
C -27.6303 -3.6897 -3.3224
N -26.5898 0.2224 -4.7973
H -25.4634 0.1467 -7.1007
H -24.7220 -1.4797 -7.1066
H -24.3110 -0.3415 -5.9243
H -27.3753 -1.0948 -6.1933
H -25.4880 -2.0813 -4.0288
H -25.9061 -3.0604 -5.4203
H -27.4737 -4.6292 -3.8524
H -28.6015 -3.6082 -2.8344
H -26.9453 -3.7294 -2.4754
H -27.0510 -0.1465 -3.9780
H -25.6642 0.4749 -4.4816
C -21.1495 -4.8596 -3.3952
C -21.0745 -4.7688 -4.9557
C -21.4222 -6.0617 -5.6860
O -21.5575 -5.7916 -7.0643
C -22.0820 -6.8293 -7.8444
N -21.9931 -3.7086 -5.2880
H -20.9194 -3.9260 -2.8817
H -20.3294 -5.4972 -3.0649
H -22.1411 -5.2077 -3.1061
H -20.0664 -4.4503 -5.2211
H -22.4158 -6.4310 -5.4318
H -20.6505 -6.8291 -5.6260
H -21.5880 -7.7959 -7.7452
H -21.9614 -6.4759 -8.8685
H -23.1539 -6.9531 -7.6903
H -22.8728 -3.9750 -4.8694
H -22.1826 -3.9989 -6.2366
C -22.3864 -0.1096 -7.8709
C -22.6352 -1.2882 -6.9470
C -23.2599 -2.4836 -7.6739
O -23.5338 -3.5376 -6.7827
C -23.9831 -4.6935 -7.4526
N -21.4181 -1.7888 -6.3631
H -22.0305 0.7404 -7.2888
H -23.2957 0.2466 -8.3552
H -21.7547 -0.3842 -8.7157
H -23.3365 -1.0659 -6.1427
H -22.6468 -2.7876 -8.5222
H -24.2370 -2.2351 -8.0882
H -24.9821 -4.6127 -7.8810
H -24.0662 -5.5149 -6.7408
H -23.2802 -4.9582 -8.2424
H -21.7038 -2.6734 -5.9680
H -20.8985 -2.1851 -7.1333
C -23.2664 -2.9630 -2.8561
C -22.6815 -2.1280 -4.0127
C -23.0484 -0.6324 -3.9136
O -22.3080 0.0108 -4.9662
C -22.6478 1.3931 -5.0726
N -21.2561 -2.3231 -4.1122
H -22.8636 -2.8202 -1.8533
H -23.1847 -4.0158 -3.1264
H -24.3358 -2.7721 -2.9466
H -23.2104 -2.5384 -4.8730
H -22.6475 -0.1883 -3.0025
H -24.1204 -0.4395 -3.9564
H -23.7309 1.4383 -5.1867
H -22.0971 1.8328 -5.9042
H -22.3377 1.9722 -4.2028
H -21.3225 -3.3290 -4.1746
H -20.8152 -2.2186 -3.2096
C -29.4426 -11.2916 -5.4694
C -29.3033 -9.9471 -4.8145
O -28.1345 -9.2952 -5.3396
C -27.0121 -9.3624 -4.7384
O -26.7057 -9.6210 -3.5586
O -26.0552 -8.9279 -5.6633
C -24.6783 -8.7363 -5.2519
H -30.3417 -11.8198 -5.1519
H -28.6114 -11.9242 -5.1577
H -29.4563 -11.1697 -6.5524
H -29.3287 -9.9996 -3.7261
H -30.1045 -9.2568 -5.0783
H -24.2879 -9.6448 -4.7934
H -24.6543 -7.9641 -4.4830
H -24.0948 -8.4091 -6.1125
C -19.8239 -6.4194 0.1974
C -20.2939 -5.6954 -1.0421
O -21.6718 -5.4550 -0.9629
C -22.2048 -4.1653 -1.0771
O -21.5112 -3.1365 -1.1607
O -23.5027 -4.1589 -1.3148
C -24.1931 -5.3656 -1.3916
H -18.8155 -6.8323 0.1711
H -20.5344 -7.2230 0.3915
H -19.8454 -5.7787 1.0790
H -20.1596 -6.3594 -1.8960
H -19.7162 -4.7710 -1.0505
H -25.2710 -5.2239 -1.4699
H -24.0263 -6.0060 -0.5255
H -23.8611 -5.8491 -2.3103
C -24.7513 -0.0474 -9.4134
C -26.2353 -0.3988 -9.7459
O -26.8972 -1.0758 -8.6991
C -26.6492 -2.4040 -8.4510
O -25.9928 -3.1505 -9.1109
O -27.4818 -2.7681 -7.4814
C -27.5041 -4.0481 -6.8662
H -24.3328 0.3132 -10.3530
H -24.1993 -0.8928 -9.0026
H -24.5244 0.8212 -8.7952
H -26.2221 -1.1399 -10.5451
H -26.8773 0.3820 -10.1536
H -26.5052 -4.3964 -6.6035
H -27.9591 -4.7879 -7.5248
H -28.0179 -3.9292 -5.9123
C -22.1828 -7.8975 -3.6119
Cl -22.1896 -9.6667 -3.9238
Cl -22.2599 -7.5118 -1.9098
H -21.2658 -7.5260 -4.0693
H -22.9843 -7.4038 -4.1614
C -28.7116 -6.6417 -4.7644
Cl -28.8451 -4.9853 -4.2255
Cl -30.3481 -7.4132 -4.6942
H -28.3391 -6.7901 -5.7780
H -27.9760 -7.0872 -4.0948
C -26.4610 -8.0949 -1.9188
Cl -25.6100 -7.0468 -0.7687
Cl -28.2133 -7.8898 -1.6727
H -26.1357 -7.8216 -2.9225
H -26.2078 -9.1359 -1.7180
C -26.1244 -6.4574 -7.3145
Cl -27.8112 -6.4369 -7.7814
Cl -25.0783 -6.2785 -8.7743
H -25.9949 -5.5423 -6.7366
H -25.6964 -7.3235 -6.8098
*
```



(2)
The following is a DFT calculation (ωB97M-V/def2-TZVPD) of 11 unconnected molecules or ions with the total composition C32H78O14 at a distorted geometry.

Kohn-Sham gap	9.60	eV
highest occupied orbital energy	-9.2	eV
strongest force on any atom	3.40	eV/A
total energy	-2318.9681	hartree
energy relative to the best compared isomer or geometry (same formula, charge and spin)	223.79	kJ/mol
E_LUMO	0.4	eV

```
! RIJCOSX wB97M-V def2-TZVPD def2/J DEFGRID3
* xyz 0 1
C -2.6890 4.3233 -0.8740
C -3.9102 3.4724 -0.5478
C -3.6452 2.8596 0.8153
O -2.2192 2.9580 0.9667
C -1.8146 4.1803 0.4112
H -3.0012 5.3571 -1.0213
H -2.2460 4.0567 -1.8336
H -3.9515 2.7688 -1.3792
H -4.8283 4.0496 -0.6576
H -3.6950 1.7709 0.7988
H -4.1340 3.1506 1.7451
H -0.7423 4.2016 0.2165
H -2.0026 4.8690 1.2348
C 2.8917 -1.2695 4.0800
C 1.5519 -1.8016 3.6958
C 1.9728 -2.6724 2.4716
O 3.3871 -2.5511 2.3004
C 3.7406 -1.2483 2.8317
H 3.4596 -1.9845 4.6753
H 2.9719 -0.3739 4.6961
H 0.9216 -0.9708 3.3786
H 1.0381 -2.2406 4.5511
H 1.4434 -2.3419 1.5780
H 1.6717 -3.6852 2.7394
H 3.5015 -0.4794 2.0971
H 4.8214 -1.1679 2.9472
C 1.8251 2.7668 -3.2017
C 1.8508 2.0472 -4.4666
C 0.9604 2.8126 -5.4339
O 0.1174 3.6007 -4.5464
C 0.4964 3.5019 -3.1621
H 2.6532 3.4745 -3.2404
H 1.8629 2.1560 -2.2997
H 1.3809 1.0708 -4.3476
H 2.8617 1.8413 -4.8184
H 0.4248 2.0523 -6.0025
H 1.4944 3.3427 -6.2226
H -0.3550 2.9906 -2.7131
H 0.3935 4.4820 -2.6964
C 3.5831 -1.2072 -2.2418
C 3.8920 -1.0519 -3.6443
C 3.4183 -2.3365 -4.2721
O 2.9515 -3.1688 -3.1985
C 3.4766 -2.6766 -2.0483
H 2.6728 -0.6911 -1.9368
H 4.3947 -0.8934 -1.5854
H 4.9372 -0.8017 -3.8263
H 3.3476 -0.1848 -4.0184
H 4.2104 -2.8144 -4.8486
H 2.5716 -2.2685 -4.9552
H 4.4317 -3.1799 -1.8983
H 2.8910 -2.9822 -1.1813
C 2.6883 5.5115 -0.4957
O 1.9522 6.1132 0.5959
H 2.5703 4.4304 -0.4231
H 2.0927 5.6888 -1.3912
H 3.6809 5.8887 -0.7419
H 1.7014 7.0151 0.3830
C -4.0224 3.3175 4.7877
O -3.9932 3.3862 6.1755
H -3.4075 2.6068 4.2355
H -5.0829 3.1967 4.5667
H -3.8291 4.3069 4.3732
H -4.7412 3.9635 6.3454
C 1.9401 3.6297 3.2704
O 2.5208 3.5479 1.9616
H 2.1869 4.5366 3.8224
H 0.8698 3.4422 3.1838
H 2.3327 2.8153 3.8793
H 2.4568 4.4382 1.6082
C -0.0151 0.7736 0.1047
O -1.2545 0.4626 0.7530
H 0.6965 1.1540 0.8376
H 0.4682 -0.0253 -0.4577
H -0.2318 1.6492 -0.5072
H -1.7291 1.2848 0.8955
C -1.7260 0.2331 -2.5563
O -0.7191 -0.5364 -3.1357
C -1.1293 -1.7791 -3.8075
C -1.1597 -1.7217 -5.3822
O -2.2277 -0.8031 -5.7729
C -2.2275 -0.2799 -7.1310
H -1.8857 -0.2612 -1.5980
H -2.6681 0.1241 -3.0935
H -1.3104 1.2400 -2.5168
H -2.0879 -2.1548 -3.4496
H -0.3490 -2.5130 -3.6060
H -1.3677 -2.7233 -5.7586
H -0.1461 -1.4284 -5.6554
H -2.6785 -1.0314 -7.7790
H -1.2328 -0.0565 -7.5167
H -2.9720 0.5021 -7.2796
C -2.2869 -1.4384 8.6233
O -1.9949 -1.1460 7.2653
C -1.8755 0.1840 6.9993
C -1.8454 0.3374 5.4506
O -2.9493 -0.0708 4.6829
C -2.7751 -0.1114 3.2818
H -3.2624 -1.0270 8.8825
H -1.5886 -1.0561 9.3679
H -2.3641 -2.5158 8.7692
H -0.9404 0.4765 7.4770
H -2.7200 0.6495 7.5075
H -0.9105 -0.1478 5.1700
H -1.6259 1.3826 5.2329
H -2.1926 -1.0126 3.0904
H -2.4750 0.8137 2.7898
H -3.8036 -0.2308 2.9410
C -0.7681 -4.9218 0.6447
O -0.0808 -5.9022 -0.1772
C 0.1337 -5.5664 -1.5181
C 0.9474 -6.4121 -2.4589
O 0.3736 -7.6992 -2.6699
C 0.8352 -8.6473 -1.6411
H -1.8503 -4.8918 0.5179
H -0.4778 -3.8765 0.5393
H -0.5315 -5.1682 1.6798
H 0.7883 -4.7097 -1.3576
H -0.7268 -5.2512 -2.1083
H 1.9861 -6.3758 -2.1304
H 1.0097 -6.0557 -3.4872
H 0.4711 -8.2666 -0.6868
H 1.9163 -8.7859 -1.6552
H 0.3813 -9.6144 -1.8571
*
```



(3)
The following is a DFT calculation (ωB97M-V/def2-TZVPD) of 9 unconnected molecules or ions with the total composition C32H78O22P4 at a distorted geometry.

Kohn-Sham gap	9.94	eV
highest occupied orbital energy	-9.4	eV
strongest force on any atom	1.77	eV/A
total energy	-4287.0003	hartree
E_LUMO	0.5	eV

```
! RIJCOSX wB97M-V def2-TZVPD def2/J DEFGRID3
* xyz 0 1
C 6.4202 8.2243 -4.0558
O 5.6549 8.3916 -2.8835
P 4.5440 7.2874 -2.5210
O 3.6642 6.8959 -3.6411
O 5.4142 6.0680 -1.9368
C 6.1402 6.2591 -0.6983
O 3.7954 7.8892 -1.2645
C 2.7633 7.0931 -0.6556
H 7.4769 8.3017 -3.7968
H 6.1874 9.0193 -4.7704
H 6.3331 7.3264 -4.6744
H 5.8550 5.4774 0.0051
H 5.9155 7.2459 -0.3042
H 7.1891 6.0849 -0.9324
H 2.6082 6.0997 -1.0766
H 1.8498 7.6783 -0.7093
H 3.0266 6.9135 0.3881
C 3.8348 9.9255 -7.6122
O 2.4356 9.7519 -7.4483
P 1.6604 8.5150 -8.1620
O 0.1967 8.6603 -8.1374
O 2.3734 8.4703 -9.5765
C 2.0054 9.4707 -10.5236
O 2.2121 7.2230 -7.4487
C 1.7252 6.8092 -6.1727
H 4.3327 9.4390 -6.7689
H 4.0828 10.9832 -7.4832
H 4.2429 9.6289 -8.5749
H 1.5346 10.3390 -10.0591
H 1.2532 9.0813 -11.2114
H 2.8852 9.7550 -11.0946
H 0.6422 6.7534 -6.0946
H 2.0973 7.4965 -5.4109
H 2.1916 5.8637 -5.9114
C 0.2401 12.2097 -7.0728
O 0.0440 13.5722 -7.4640
P 1.3153 14.5563 -7.4940
O 1.0008 15.8805 -8.0472
O 1.8489 14.5232 -5.9886
C 1.0737 15.0068 -4.9071
O 2.4952 13.7695 -8.2189
C 2.3958 13.5644 -9.6236
H 1.2773 11.9768 -6.8427
H -0.0905 11.5778 -7.9032
H -0.4482 11.9657 -6.2629
H 0.2485 15.6542 -5.2111
H 1.7229 15.6547 -4.3162
H 0.7047 14.1987 -4.2760
H 2.3994 12.4982 -9.8464
H 3.2335 14.0758 -10.0956
H 1.4868 13.9751 -10.0702
C -3.1365 7.4460 -1.9923
O -2.0764 7.2459 -1.0326
P -1.6127 5.7522 -0.6884
O -0.2548 5.6939 -0.1383
O -2.8175 5.1551 0.1573
C -2.6455 4.9742 1.5650
O -1.7587 4.9466 -2.0795
C -0.8403 5.2592 -3.1166
H -3.7304 6.5492 -2.1422
H -2.7691 7.8605 -2.9297
H -3.7636 8.2312 -1.5659
H -3.2581 5.6842 2.1160
H -1.6100 5.1140 1.8831
H -2.8810 3.9393 1.8083
H -0.5032 6.2967 -3.0253
H -1.2684 5.2508 -4.1187
H 0.0159 4.5908 -3.0728
C -1.8830 8.5154 -5.5920
O -2.6087 7.3491 -5.2792
C -2.7427 6.4775 -6.3767
C -3.8600 6.9173 -7.3141
O -5.0864 6.7714 -6.6297
C -6.1945 7.2898 -7.3218
H -2.0621 9.2442 -4.7988
H -2.1479 9.0523 -6.5099
H -0.8154 8.3073 -5.6981
H -2.9975 5.4970 -5.9682
H -1.8313 6.3503 -6.9760
H -3.9305 6.3042 -8.2260
H -3.7572 7.9693 -7.6168
H -6.2185 6.8898 -8.3450
H -6.1419 8.3813 -7.4088
H -7.0787 6.9627 -6.7823
C -0.8012 13.3724 0.8473
C -1.4799 14.3729 -0.0825
C -2.8885 13.7494 -0.1609
O -3.1037 13.1160 1.0993
C -1.9044 13.0846 1.8564
H 0.1825 13.6693 1.2165
H -0.5523 12.4782 0.2622
H -0.8541 14.3723 -0.9765
H -1.4993 15.3534 0.3962
H -2.8636 13.0579 -1.0063
H -3.6032 14.5403 -0.3877
H -1.7158 12.0832 2.2479
H -1.8874 13.8096 2.6724
C -3.6011 11.8383 -5.6688
C -3.3521 13.3035 -5.2816
C -3.1425 13.1962 -3.7589
O -3.7114 11.9675 -3.3753
C -4.3109 11.2756 -4.4600
H -2.6825 11.2841 -5.8645
H -4.2079 11.7325 -6.5719
H -4.1939 13.9344 -5.5660
H -2.4768 13.7422 -5.7652
H -3.7236 13.9638 -3.2303
H -2.0944 13.2472 -3.4490
H -5.4046 11.3151 -4.4813
H -4.0908 10.2091 -4.3407
C 1.3420 9.4754 -3.0648
C -0.0849 9.1526 -2.6451
C -0.6392 10.5897 -2.7132
O -0.0498 11.2222 -3.8437
C 1.1273 10.5212 -4.1837
H 1.9857 8.6776 -3.4314
H 1.8232 10.0122 -2.2422
H -0.1989 8.7451 -1.6424
H -0.5770 8.4641 -3.3317
H -0.2349 11.1394 -1.8533
H -1.7291 10.6043 -2.7165
H 2.0254 11.1484 -4.2617
H 1.0924 10.0512 -5.1753
C 2.9103 13.4777 -0.5942
C 3.3503 13.2558 -2.0320
C 4.2360 12.0149 -1.9895
O 4.0968 11.5119 -0.6695
C 3.8833 12.6030 0.2102
H 1.9277 13.0265 -0.4685
H 2.9781 14.5508 -0.4134
H 3.8065 14.1081 -2.5368
H 2.4905 13.0034 -2.6624
H 5.2735 12.2339 -2.2793
H 3.9696 11.2362 -2.7072
H 4.8279 13.1156 0.4314
H 3.4439 12.2897 1.1548
*
```



- Number 3 is which compound?
  C32H78O22P4